No. 1
C15H23IrN2O7S as an isolated structure, computed with ωB97M-V with the def2-TZVPD basis set.

```
49
C15H23IrN2O7S ωB97M-V with the def2-TZVPD basis set
Ir 0.47 0.30 -0.66
C -2.22 -3.98 0.22
N -1.94 -3.04 1.29
C -2.25 -3.50 2.62
C -1.26 -1.92 1.01
O -0.93 -1.65 -0.14
C -0.97 -0.99 2.19
O -0.06 0.02 1.83
C -0.34 1.34 2.24
C -1.17 2.03 1.17
O -1.51 1.38 0.17
N -1.52 3.31 1.32
C -1.17 4.13 2.45
C -2.27 3.98 0.27
H -3.27 -4.26 0.24
H -1.99 -3.50 -0.73
H -1.61 -4.88 0.34
H -3.04 -4.25 2.56
H -1.38 -3.96 3.09
H -2.60 -2.69 3.25
H -1.93 -0.56 2.53
H -0.52 -1.57 3.00
H -0.83 1.36 3.22
H 0.68 1.79 2.30
H -0.36 3.67 3.02
H -0.84 5.11 2.10
H -2.04 4.27 3.10
H -2.44 3.27 -0.53
H -3.22 4.34 0.66
H -1.69 4.83 -0.11
O 1.53 2.13 -0.21
S 2.65 1.39 0.52
O 3.94 1.79 0.01
O 2.40 -0.07 0.20
O 2.47 1.66 1.95
C 0.19 0.29 -2.89
C 1.45 -0.37 -3.08
C 1.48 -1.74 -3.46
C 2.67 -2.38 -3.72
C 3.88 -1.70 -3.59
C 3.88 -0.36 -3.22
C 2.70 0.31 -2.99
H -0.68 -0.26 -3.23
H 0.15 1.35 -3.10
H 0.54 -2.26 -3.56
H 2.66 -3.41 -4.06
H 4.81 -2.22 -3.77
H 4.82 0.16 -3.12
H 2.72 1.35 -2.72
```

Summary:
- Strongest force on any atom: 2.94 eV/Å
- Total charge: 0
- LUMO energy (alpha / beta): -0.66 / -0.29 eV
- Frontier orbital gap (alpha / beta): 7.10 / 7.12 eV
- HOMO energy (alpha / beta): -7.75 / -7.41 eV
- Molecular weight: 567.6 u
- Calculated total energy: -1723.98979 a.u.

No. 2
C36H23N10SeSr as an isolated structure, computed with ωB97M-V with the def2-TZVPD basis set.

```
71
C36H23N10SeSr ωB97M-V with the def2-TZVPD basis set
Sr -0.56 -0.41 0.24
C -1.12 -4.50 -0.03
C -1.07 -4.80 -1.50
C -0.57 -3.95 -2.39
C 0.04 -2.64 -2.02
N 0.27 -2.36 -0.75
C -0.57 -3.08 0.22
N 0.29 -1.86 -3.07
C 0.62 -0.54 -3.02
N 0.71 0.34 -1.97
C 1.08 1.55 -2.49
N 1.60 2.64 -1.90
C 1.86 2.93 -0.65
C 2.97 3.80 -0.38
C 3.47 3.96 0.87
C 2.86 3.32 1.98
C 1.71 2.65 1.73
N 1.17 2.52 0.48
C 1.15 1.47 -3.93
C 1.47 2.41 -4.91
C 1.49 1.99 -6.23
C 1.21 0.65 -6.57
C 0.90 -0.28 -5.59
C 0.88 0.15 -4.27
H -0.69 -5.31 0.57
H -1.46 -5.76 -1.83
H -0.58 -4.17 -3.45
H -0.13 -3.00 1.23
H 3.42 4.26 -1.25
H 4.35 4.59 1.02
H 3.24 3.38 2.98
H 1.10 2.18 2.50
H 1.70 3.44 -4.64
H 1.73 2.70 -7.01
H 1.23 0.35 -7.61
H 0.69 -1.31 -5.84
Se -3.47 -4.77 6.53
N -3.37 -4.84 4.73
C -2.90 -3.70 4.32
C -2.66 -3.39 2.90
C -2.85 -4.32 1.91
C -2.54 -4.02 0.48
C -2.07 -2.56 0.32
N -2.29 -1.56 1.36
C -2.29 -2.03 2.60
C -1.87 -1.11 3.65
N -1.24 0.02 3.24
C -0.93 0.91 4.18
C -1.14 0.74 5.54
C -1.71 -0.46 5.96
C -2.07 -1.40 5.01
C -2.64 -2.71 5.36
N -2.90 -3.05 6.58
H -3.21 -5.30 2.19
H -3.35 -4.34 -0.18
H -2.34 -2.15 -0.66
H -0.48 1.83 3.82
H -0.86 1.51 6.24
H -1.87 -0.67 7.01
N -0.15 2.05 0.41
C -1.05 3.08 0.48
C -0.74 4.44 0.72
C -1.75 5.39 0.81
C -3.09 5.05 0.69
C -3.40 3.72 0.46
C -2.42 2.76 0.34
H 0.29 4.76 0.81
H -1.47 6.42 0.99
H -3.86 5.80 0.77
H -4.44 3.41 0.35
H -2.72 1.74 0.14
```

Summary:
- ΔE to the lowest compared entry with this formula, charge and spin: 272.1 kJ/mol
- Strongest force on any atom: 2.72 eV/Å
- Total charge: -1
- LUMO energy (alpha / beta): 1.96 / 1.93 eV
- Frontier orbital gap (alpha / beta): 4.90 / 5.30 eV
- HOMO energy (alpha / beta): -2.94 / -3.37 eV
- Molecular weight: 762.2 u
- Calculated total energy: -4365.42080 a.u.

No. 3
A 9-piece molecular cluster, C18H54O9S9 overall, computed with ωB97M-V with the def2-TZVPD basis set.

```
90
C18H54O9S9 ωB97M-V with the def2-TZVPD basis set
C 1.18 1.13 -0.03
S -0.10 -0.03 -0.51
O 0.25 -1.17 0.42
C -1.60 0.78 0.07
H 2.18 0.77 -0.26
H 1.09 1.38 1.03
H 1.17 2.04 -0.63
H -1.83 1.63 -0.57
H -1.34 1.03 1.10
H -2.40 0.05 0.00
C -0.17 4.08 -4.38
S -0.12 2.64 -3.29
O -0.15 3.36 -1.96
C -1.77 1.98 -3.58
H -0.60 3.81 -5.35
H 0.83 4.47 -4.55
H -0.86 4.79 -3.94
H -2.44 2.82 -3.41
H -1.92 1.14 -2.90
H -1.87 1.57 -4.58
C 0.72 -2.27 -3.29
S -1.10 -2.15 -3.49
O -1.19 -1.23 -4.68
C -1.34 -3.85 -4.15
H 0.91 -1.37 -2.69
H 1.21 -2.28 -4.26
H 0.99 -3.07 -2.60
H -1.01 -3.84 -5.18
H -2.41 -4.10 -4.13
H -0.78 -4.57 -3.55
C -5.14 -2.82 0.71
S -3.85 -2.83 -0.55
O -4.04 -4.19 -1.22
C -4.60 -1.68 -1.74
H -6.10 -2.78 0.19
H -4.98 -1.88 1.24
H -5.08 -3.63 1.43
H -4.96 -0.77 -1.26
H -5.40 -2.24 -2.23
H -3.81 -1.50 -2.47
C -0.43 -4.13 -0.38
S 1.03 -5.20 -0.11
O 1.72 -5.27 -1.44
C 1.88 -3.91 0.88
H -0.13 -3.11 -0.61
H -1.15 -4.08 0.44
H -0.97 -4.51 -1.24
H 1.19 -3.38 1.54
H 2.28 -3.22 0.15
H 2.73 -4.41 1.33
C 2.44 -2.49 4.65
S 1.03 -1.43 5.12
O 1.59 -0.34 5.98
C 0.80 -0.69 3.47
H 3.20 -1.81 4.28
H 2.03 -3.08 3.83
H 2.84 -3.16 5.41
H 0.79 -1.52 2.76
H 1.66 -0.05 3.29
H -0.14 -0.14 3.44
C 4.63 0.11 0.23
S 3.97 -0.85 1.64
O 4.32 -2.28 1.26
C 5.27 -0.35 2.84
H 4.12 -0.26 -0.66
H 5.71 0.02 0.19
H 4.31 1.15 0.37
H 4.89 0.52 3.37
H 6.15 -0.07 2.26
H 5.51 -1.21 3.45
C 2.88 5.26 2.21
S 3.80 3.71 1.87
O 3.36 3.08 0.57
C 5.50 4.37 1.60
H 1.83 5.08 2.42
H 2.95 5.92 1.34
H 3.41 5.75 3.02
H 5.50 5.35 1.13
H 6.10 3.67 1.02
H 5.97 4.37 2.59
C -4.94 2.90 -0.73
S -5.80 1.87 0.50
O -4.85 0.70 0.64
C -5.59 3.03 1.92
H -5.54 3.78 -0.99
H -4.94 2.34 -1.67
H -3.89 3.04 -0.48
H -5.86 4.05 1.64
H -4.54 3.08 2.22
H -6.22 2.59 2.69
```

Summary:
- ΔE to the lowest compared entry with this formula, charge and spin: 44.3 kJ/mol
- Strongest force on any atom: 2.19 eV/Å
- Total charge: 0
- LUMO energy: 0.16 eV
- Frontier orbital gap: 8.38 eV
- HOMO energy: -8.23 eV
- Molecular weight: 703.2 u
- Calculated total energy: -4978.74085 a.u.

No. 4
C16H33GaN3OS2 as an isolated structure, computed with ωB97M-V with the def2-TZVPD basis set.

```
56
C16H33GaN3OS2 ωB97M-V with the def2-TZVPD basis set
C 3.92 -4.40 0.21
C 3.09 -3.48 -0.72
C 3.07 -2.02 -0.22
C 2.52 -1.16 -1.37
N 2.21 0.22 -1.00
C 1.05 0.78 -1.78
C 0.03 1.57 -0.91
C -1.44 1.30 -1.30
C -2.35 2.37 -0.63
Ga -4.20 1.55 -0.24
C -3.99 -0.24 0.74
C -5.27 -1.09 0.49
C -5.21 -2.44 1.25
N -4.26 -3.40 0.64
O -5.17 1.18 -1.90
C -5.92 2.17 -2.19
N -6.81 2.88 -2.48
C 3.31 1.05 -0.99
S 4.88 0.58 -1.12
S 3.01 2.83 -0.81
C 3.70 3.26 0.82
C 3.84 2.08 1.82
C 3.41 2.55 3.24
H 4.99 -4.24 0.03
H 3.66 -5.45 0.07
H 3.72 -4.09 1.25
H 2.06 -3.83 -0.85
H 3.55 -3.52 -1.72
H 2.46 -1.92 0.68
H 4.12 -1.77 -0.01
H 1.58 -1.65 -1.66
H 3.18 -1.24 -2.25
H 0.50 0.00 -2.29
H 1.48 1.42 -2.57
H 0.23 1.34 0.15
H 0.22 2.63 -1.05
H -1.61 1.38 -2.38
H -1.71 0.29 -0.96
H -2.44 3.25 -1.29
H -1.90 2.73 0.31
H -5.05 2.51 0.73
H -3.92 0.00 1.81
H -3.12 -0.82 0.41
H -6.15 -0.54 0.84
H -5.35 -1.32 -0.58
H -4.95 -2.26 2.30
H -6.22 -2.88 1.19
H -3.70 -2.90 -0.05
H -4.81 -4.06 0.10
H 3.05 4.01 1.28
H 4.67 3.76 0.68
H 4.89 1.80 1.91
H 3.20 1.23 1.56
H 3.58 3.62 3.38
H 2.35 2.33 3.41
H 4.00 2.04 4.02
```

Summary:
- Strongest force on any atom: 2.15 eV/Å
- Total charge: -1
- LUMO energy: 1.98 eV
- Frontier orbital gap: 7.20 eV
- HOMO energy: -5.22 eV
- Molecular weight: 417.3 u
- Calculated total energy: -3590.12277 a.u.

No. 5
A 13-piece molecular cluster, C25H60O21 overall, computed with ωB97M-V with the def2-TZVPD basis set.

```
106
C25H60O21 ωB97M-V with the def2-TZVPD basis set
C -4.98 -2.10 3.44
O -5.64 -3.18 4.15
H -5.44 -1.12 3.58
H -3.95 -2.02 3.80
H -5.01 -2.36 2.38
H -5.08 -3.45 4.89
C 1.12 6.06 -4.64
O 0.02 5.77 -3.74
H 0.86 6.17 -5.69
H 1.54 6.98 -4.24
H 1.86 5.27 -4.51
H 0.05 4.85 -3.49
C -2.90 -6.59 -1.64
O -2.18 -5.65 -2.38
H -3.05 -7.53 -2.17
H -2.40 -6.93 -0.73
H -3.90 -6.25 -1.34
H -2.79 -5.40 -3.08
C -6.70 -2.47 -4.16
O -6.24 -3.50 -5.02
H -7.56 -2.91 -3.65
H -5.99 -2.21 -3.38
H -7.01 -1.57 -4.69
H -6.92 -3.59 -5.69
C 3.97 -5.97 -2.22
O 2.86 -6.88 -2.28
H 4.84 -6.42 -1.75
H 4.29 -5.66 -3.22
H 3.63 -5.13 -1.62
H 2.06 -6.36 -2.35
C -5.23 4.49 0.09
O -4.63 3.72 1.12
H -5.15 3.92 -0.83
H -6.30 4.62 0.24
H -4.87 5.52 0.00
H -4.91 4.11 1.94
C 7.31 -1.87 0.43
O 8.07 -2.71 -0.39
H 7.72 -0.87 0.56
H 6.30 -1.76 0.04
H 7.23 -2.39 1.39
H 8.10 -2.29 -1.25
C -0.07 -0.01 0.21
O -0.29 1.35 -0.20
H -0.26 -0.01 1.29
H -0.84 -0.60 -0.28
H 0.95 -0.39 0.08
H -0.97 1.70 0.39
C 6.06 0.43 -5.06
O 7.08 -0.47 -4.92
H 6.41 1.43 -5.34
H 5.39 0.23 -5.90
H 5.50 0.53 -4.13
H 7.74 -0.24 -5.58
C -0.01 0.38 8.83
C 0.49 1.49 7.84
C 1.43 2.40 8.51
O 2.62 2.28 7.77
C 2.45 1.35 6.79
O 3.32 1.04 6.03
O 1.19 0.87 6.79
H -0.40 0.92 9.69
H 0.85 -0.22 9.11
H -0.71 -0.29 8.32
H -0.28 2.11 7.39
H 1.49 2.13 9.56
H 1.01 3.40 8.51
C -1.10 0.93 -7.52
C -2.19 1.58 -8.38
C -1.85 1.36 -9.83
O -3.04 0.86 -10.36
C -3.86 0.46 -9.37
O -4.97 -0.06 -9.49
O -3.31 0.80 -8.19
H -1.07 -0.13 -7.75
H -1.19 1.01 -6.43
H -0.13 1.37 -7.71
H -2.42 2.63 -8.16
H -1.03 0.64 -9.90
H -1.71 2.38 -10.19
C 1.21 -6.26 4.64
C 2.07 -7.47 4.29
C 3.55 -7.42 4.58
O 3.84 -8.64 5.15
C 2.65 -9.21 5.60
O 2.57 -10.25 6.27
O 1.63 -8.54 5.12
H 1.20 -5.97 5.69
H 0.16 -6.46 4.41
H 1.49 -5.38 4.06
H 1.96 -7.59 3.21
H 3.85 -6.55 5.17
H 4.08 -7.22 3.65
C -0.10 7.71 3.23
C -0.37 9.08 2.64
C 0.36 9.58 1.41
O -0.60 10.23 0.66
C -1.85 9.95 1.09
O -2.91 10.28 0.59
O -1.71 9.19 2.20
H 0.89 7.70 3.71
H -0.10 6.91 2.50
H -0.88 7.53 3.97
H -0.18 9.87 3.37
H 0.69 8.69 0.88
H 1.20 10.26 1.59
```

Summary:
- ΔE to the lowest compared entry with this formula, charge and spin: 415.2 kJ/mol
- Strongest force on any atom: 4.15 eV/Å
- Total charge: 0
- LUMO energy: -0.16 eV
- Frontier orbital gap: 10.18 eV
- HOMO energy: -10.34 eV
- Molecular weight: 696.7 u
- Calculated total energy: -2568.38718 a.u.

No. 6
An isolated ion of composition C3H12N2 and charge +2, computed with ωB97M-V with the def2-TZVPD basis set.

```
17
C3H12N2 ωB97M-V with the def2-TZVPD basis set
N 0.48 2.35 -0.54
C -0.44 1.20 -0.74
C -0.22 0.14 0.38
C -0.30 -1.35 -0.17
N 0.31 -2.32 0.94
H 0.06 3.24 -1.09
H 0.58 2.72 0.42
H 1.46 2.00 -0.94
H -0.20 0.80 -1.81
H -1.52 1.45 -0.71
H 0.74 0.31 0.87
H -1.03 0.24 1.08
H 0.42 -1.55 -1.05
H -1.48 -1.57 -0.27
H -0.13 -3.27 0.89
H 0.10 -2.11 1.97
H 1.24 -2.34 1.01
```

Summary:
- ΔE to the lowest compared entry with this formula, charge and spin: 153.7 kJ/mol
- Strongest force on any atom: 6.45 eV/Å
- Total charge: +2
- LUMO energy: -7.26 eV
- Frontier orbital gap: 14.00 eV
- HOMO energy: -21.26 eV
- Molecular weight: 76.1 u
- Calculated total energy: -230.33162 a.u.

No. 7
A 2-piece molecular cluster, C2H4Br3P overall, computed with ωB97M-V with the def2-TZVPD basis set.

```
10
C2H4Br3P ωB97M-V with the def2-TZVPD basis set
C 1.48 0.16 0.25
C 0.27 -0.45 -0.38
P -1.81 0.48 0.93
Br 0.12 -2.32 -0.38
Br -3.24 -1.01 0.15
Br -2.12 2.17 -0.45
H 1.91 -0.50 1.00
H 2.23 0.37 -0.51
H 1.23 1.11 0.73
H -0.06 -0.03 -1.32
```

Summary:
- ΔE to the lowest compared entry with this formula, charge and spin: 113.8 kJ/mol
- Strongest force on any atom: 2.81 eV/Å
- Total charge: 0
- LUMO energy (alpha / beta): -0.61 / -0.61 eV
- Frontier orbital gap (alpha / beta): 7.67 / 7.67 eV
- HOMO energy (alpha / beta): -8.28 / -8.28 eV
- Molecular weight: 298.7 u
- Calculated total energy: -8141.98272 a.u.

No. 8
C28H29AuN5O3S2 as an isolated structure, computed with ωB97M-V with the def2-TZVPD basis set.

```
68
C28H29AuN5O3S2 ωB97M-V with the def2-TZVPD basis set
Au -0.12 -0.15 0.39
O -1.40 1.44 -4.08
C -0.42 0.86 -4.79
C -0.47 0.98 -6.17
C 0.51 0.40 -6.95
C 1.58 -0.29 -6.37
C 1.64 -0.40 -5.00
C 0.65 0.17 -4.18
C 0.71 0.03 -2.73
O -0.20 0.45 -2.00
N 1.89 -0.58 -2.25
N 1.85 -0.84 -0.99
C 2.90 -1.47 -0.48
S 2.99 -1.69 1.23
C 4.69 -2.28 1.19
C 4.86 -3.10 -0.07
S 4.18 -2.13 -1.44
H -1.18 1.28 -3.14
H -1.30 1.53 -6.61
H 0.45 0.50 -8.03
H 2.35 -0.73 -6.99
H 2.47 -0.91 -4.53
H 4.86 -2.86 2.09
H 5.35 -1.41 1.20
H 4.32 -4.04 -0.01
H 5.91 -3.30 -0.29
O 1.13 1.53 0.67
C 1.08 2.49 1.57
C 1.84 3.66 1.32
C 1.86 4.72 2.18
C 1.13 4.69 3.38
C 0.39 3.57 3.65
C 0.34 2.46 2.78
C -0.44 1.29 3.17
N -0.47 0.09 2.58
C -1.29 -0.74 3.34
C -1.77 -0.04 4.40
N -1.24 1.23 4.27
H 2.41 3.67 0.39
H 2.45 5.60 1.94
H 1.15 5.52 4.07
H -0.16 3.55 4.59
H -1.44 -1.77 3.07
H -2.41 -0.33 5.21
H -1.39 1.99 4.90
C -5.37 -0.65 -0.83
N -4.25 0.14 -0.24
C -3.35 0.65 -1.31
C -3.48 -0.62 0.86
C -2.73 -1.84 0.37
C -3.45 -3.04 0.25
C -2.84 -4.18 -0.24
C -1.50 -4.14 -0.59
C -0.77 -2.97 -0.42
C -1.35 -1.79 0.06
H -5.92 -0.01 -1.51
H -6.02 -1.01 -0.03
H -4.95 -1.49 -1.37
H -4.65 0.94 0.23
H -2.92 -0.19 -1.84
H -2.54 1.21 -0.85
H -3.92 1.28 -1.98
H -4.23 -0.90 1.60
H -2.79 0.10 1.29
H -4.49 -3.08 0.56
H -3.41 -5.10 -0.33
H -1.01 -5.03 -0.97
H 0.29 -2.98 -0.67
```

Summary:
- Spin multiplicity: 3
- Strongest force on any atom: 0.88 eV/Å
- Total charge: +1
- LUMO energy (alpha / beta): -2.37 / -4.40 eV
- Frontier orbital gap (alpha / beta): 7.10 / 5.09 eV
- Expectation value of S²: 2.016
- HOMO energy (alpha / beta): -9.47 / -9.49 eV
- Molecular weight: 744.7 u
- Calculated total energy: -2515.66485 a.u.

No. 9
A 2-piece molecular cluster, C6H6O overall, computed with ωB97M-V with the def2-TZVPD basis set.

```
13
C6H6O ωB97M-V with the def2-TZVPD basis set
C 2.60 0.56 -0.54
C 1.44 0.75 -0.26
C 0.10 1.00 0.07
C -1.07 0.59 0.45
C -0.97 2.05 0.17
H 3.63 0.41 -0.78
H -1.70 -0.24 0.74
H -1.42 2.46 -0.74
H -0.94 2.76 1.00
C -0.41 -2.59 -0.03
O -1.52 -2.51 0.44
H 0.16 -3.54 -0.04
H 0.10 -1.71 -0.48
```

Summary:
- ΔE to the lowest compared entry with this formula, charge and spin: 498.9 kJ/mol
- Strongest force on any atom: 0.56 eV/Å
- Total charge: 0
- LUMO energy: 0.79 eV
- Frontier orbital gap: 9.91 eV
- HOMO energy: -9.12 eV
- Molecular weight: 94.1 u
- Calculated total energy: -307.27343 a.u.

No. 10
C5H6N2S as an isolated structure, computed with ωB97M-V with the def2-TZVPD basis set.

```
14
C5H6N2S ωB97M-V with the def2-TZVPD basis set
C -2.06 0.19 0.10
C -0.94 1.22 -0.16
C 0.31 0.45 -0.18
C 2.40 -0.34 -0.06
C 1.49 -1.38 0.00
H -2.97 0.44 -0.27
H -2.20 -0.03 1.21
H -0.99 1.67 -1.08
H -0.90 1.90 0.80
H 3.59 -0.27 -0.05
H 1.69 -2.49 0.05
N 1.60 0.85 -0.19
N 0.33 -0.86 0.08
S -1.35 -1.34 -0.25
```

Summary:
- ΔE to the lowest compared entry with this formula, charge and spin: 282.3 kJ/mol
- Strongest force on any atom: 7.64 eV/Å
- Total charge: 0
- LUMO energy: 0.63 eV
- Frontier orbital gap: 8.85 eV
- HOMO energy: -8.22 eV
- Molecular weight: 126.2 u
- Calculated total energy: -701.73144 a.u.